A 12-piece molecular cluster, C38H76O27S5 overall, computed with wB97M-V/def2-TZVPD.

lowest unoccupied orbital energy	-0.037	eV
relative energy (zero: lowest compared OMol25 entry of this formula, charge and spin)	193.5	kcal/mol
SMILES	O=S1(=O)OCCO1.O=S1(=O)OCCO1.O=S1(=O)OCCO1.O=S1(=O)OCCO1.O=S1(=O)OCCO1.C1CCOC1.C1CCOC1.C1CCOC1.C1CCOC1.C1CCOC1.C1CCOC1.C1CCOC1
frontier orbital gap	9.4	eV
HOMO	-9.42	eV
charge	0

Each line ends with the Mulliken charge.
Atoms and positions in Å:
S (1.343, 10.228, -6.142)  1.099
S (-0.593, 0.870, 0.249)  1.054
S (-6.682, 1.824, 5.455)  1.091
S (-3.840, -9.322, 1.866)  1.094
S (-3.051, 9.947, 0.761)  1.086
O (-6.164, 3.127, 5.302)  -0.480
O (-3.581, -8.125, 1.119)  -0.513
O (-3.203, -9.463, 3.198)  -0.528
O (-3.621, -10.712, 1.016)  -0.329
O (-6.945, 1.071, 3.998)  -0.329
O (0.700, -0.256, 0.529)  -0.341
O (-4.257, 9.018, 1.374)  -0.326
O (-0.086, 2.099, -0.456)  -0.487
O (5.478, -0.392, -6.643)  -0.408
O (6.251, -2.834, 8.244)  -0.420
O (-7.797, 1.590, 6.396)  -0.534
O (5.000, -7.318, -1.885)  -0.399
O (-5.449, -9.552, 1.845)  -0.295
O (-1.316, -0.247, -0.849)  -0.339
O (-4.420, -4.556, -5.453)  -0.427
O (2.204, 11.354, -6.596)  -0.517
O (-1.369, 0.968, 1.476)  -0.472
O (-8.152, 3.913, -3.745)  -0.378
O (-1.780, 9.718, 1.378)  -0.508
O (5.729, 4.328, 0.102)  -0.422
O (-3.448, 11.326, 0.588)  -0.510
O (1.882, 8.832, -6.933)  -0.355
O (1.874, 9.556, -4.702)  -0.310
O (-0.111, 10.270, -6.239)  -0.486
O (-5.534, 0.738, 5.862)  -0.345
O (2.731, 5.184, 7.989)  -0.412
O (-3.047, 9.101, -0.689)  -0.320
C (1.411, 5.737, 7.846)  -0.376
C (0.352, -1.573, 0.269)  -0.193
C (6.601, -1.204, -6.332)  -0.384
C (5.192, -2.246, -7.987)  -0.569
C (2.748, 8.461, -4.770)  -0.188
C (-4.599, -10.884, 0.036)  -0.265
C (-5.972, -6.064, -6.365)  -0.502
C (-7.815, 2.885, -2.887)  -0.396
C (6.933, 4.192, 2.022)  -0.451
C (5.274, -7.290, -0.439)  -0.352
C (5.580, -8.758, -0.148)  -0.541
C (-4.063, 8.125, -0.788)  -0.312
C (-3.661, -5.731, -5.937)  -0.335
C (-5.715, -0.551, 5.248)  -0.216
C (-10.009, 2.453, -3.709)  -0.659
C (6.097, -1.797, 7.267)  -0.450
C (-9.194, 2.411, -2.435)  -0.425
C (6.399, 3.036, -0.060)  -0.352
C (-0.719, -1.560, -0.798)  -0.313
C (7.487, 3.163, 1.055)  -0.502
C (1.079, 6.259, 9.268)  -0.518
C (2.201, 5.931, 10.154)  -0.430
C (5.001, -3.475, 8.479)  -0.383
C (-5.882, -4.773, -5.547)  -0.277
C (-9.384, 3.691, -4.381)  -0.400
C (6.440, -9.197, -1.366)  -0.603
C (3.314, 5.679, 9.184)  -0.453
C (-6.626, -0.333, 4.068)  -0.210
C (4.895, -2.264, 6.406)  -0.497
C (3.057, 8.323, -6.348)  -0.311
C (-4.497, 7.773, 0.693)  -0.303
C (5.643, 4.771, 1.462)  -0.388
C (5.468, -8.596, -2.436)  -0.488
C (6.576, -2.362, -7.287)  -0.424
C (-4.628, -6.750, -6.395)  -0.506
C (4.394, -3.576, 7.066)  -0.464
C (-5.868, -10.371, 0.768)  -0.222
C (4.425, -1.175, -7.219)  -0.452
H (5.751, 2.204, 0.214)  0.211
H (3.309, -3.503, 7.001)  0.269
H (5.519, 5.854, 1.479)  0.265
H (-4.261, -10.186, -0.730)  0.253
H (-3.777, 7.193, -1.276)  0.305
H (-3.804, 7.038, 1.100)  0.283
H (-6.203, -3.876, -6.077)  0.213
H (6.724, 2.882, -1.089)  0.310
H (-0.223, -1.919, 1.128)  0.259
H (5.109, -4.385, 9.068)  0.285
H (-5.522, 7.416, 0.794)  0.303
H (-6.179, -5.738, -7.385)  0.215
H (2.049, 7.666, -4.511)  0.233
H (4.577, -3.128, -8.170)  0.374
H (-9.655, 3.190, -1.826)  0.250
H (0.193, 5.712, 9.589)  0.211
H (3.713, -0.642, -7.850)  0.345
H (-11.086, 2.555, -3.579)  0.318
H (0.768, 7.303, 9.265)  0.356
H (-6.147, -4.857, -4.493)  0.237
H (-4.645, -7.563, -5.669)  0.190
H (4.640, -9.303, -2.472)  0.290
H (-6.106, -0.667, 3.170)  0.246
H (1.422, 6.599, 7.180)  0.228
H (7.009, -1.677, 6.682)  0.245
H (7.375, -2.280, -8.024)  0.215
H (-6.388, -11.227, 1.197)  0.254
H (2.408, 6.780, 10.805)  0.237
H (4.543, -2.712, 9.109)  0.269
H (-4.348, -7.219, -7.339)  0.342
H (-0.405, -1.707, -1.832)  0.250
H (3.957, -1.705, -6.389)  0.264
H (4.369, -7.023, 0.106)  0.243
H (3.267, 7.343, -6.775)  0.290
H (5.051, -2.380, 5.333)  0.358
H (-7.254, 3.220, -2.014)  0.247
H (6.104, -8.958, 0.786)  0.332
H (3.941, 4.940, 9.683)  0.284
H (6.610, 3.946, 3.034)  0.334
H (-2.963, -6.087, -5.179)  0.270
H (7.678, 4.980, 2.135)  0.209
H (5.250, -1.821, -8.989)  0.219
H (-6.094, -1.207, 6.032)  0.255
H (4.767, -4.372, 6.422)  0.265
H (6.634, -3.362, -6.855)  0.286
H (5.896, -0.917, 7.879)  0.287
H (3.576, 8.620, -4.079)  0.281
H (3.990, 6.505, 8.966)  0.298
H (-4.510, -11.891, -0.372)  0.290
H (6.475, -1.551, -5.306)  0.252
H (-9.347, 3.503, -5.454)  0.282
H (-7.602, -0.819, 4.081)  0.263
H (-9.181, 1.392, -2.048)  0.318
H (2.027, 5.127, 10.869)  0.289
H (-3.148, -5.431, -6.850)  0.225
H (7.668, 2.271, 1.653)  0.270
H (1.280, -2.102, 0.053)  0.287
H (-10.095, 4.480, -4.137)  0.278
H (6.515, -10.280, -1.461)  0.327
H (-4.760, -0.941, 4.898)  0.259
H (7.367, -8.644, -1.518)  0.305
H (7.522, -0.624, -6.388)  0.282
H (4.794, 4.256, 1.911)  0.248
H (3.927, 8.878, -6.700)  0.264
H (-4.892, 8.536, -1.364)  0.301
H (5.954, -8.638, -3.410)  0.339
H (4.098, -1.533, 6.540)  0.236
H (-6.451, -9.631, 0.219)  0.261
H (4.623, -9.279, -0.183)  0.269
H (6.021, -6.511, -0.285)  0.277
H (-1.467, -2.352, -0.781)  0.294
H (8.436, 3.523, 0.658)  0.269
H (-6.832, -6.608, -5.975)  0.355
H (-9.894, 1.635, -4.419)  0.280
H (0.802, 4.905, 7.492)  0.285
H (-7.150, 2.161, -3.357)  0.285